38
Properties=species:S:1:pos:R:3:forces:R:3 method="wB97M-V/def2-TZVPD" smiles="N#C[C@H](CC(=O)O)C(C#N)(P(N)O)P(N)O.CN(C)C=O" multiplicity=1 max_force_ev_per_a=12.55 e_tot_ha=-1685.610658 e_homo_ev=-8.73
N -2.943930 3.289382 -2.258222 4.0337 -8.3398 8.4692
C -2.531080 2.408666 -1.370962 -2.7498 6.2094 -5.9662
C -2.125591 1.258270 -0.222781 -1.0518 2.2425 0.3045
C -0.531122 1.188586 0.069175 0.4182 1.5479 -0.2872
C 0.465190 1.024203 -1.211031 6.9657 -3.0822 -0.0124
O 1.725400 0.581525 -0.938359 -7.9921 2.7860 -1.6495
O 0.176615 1.262591 -2.628989 0.0944 -1.2180 3.2808
C -2.944571 -0.071535 -0.571445 0.1486 0.1161 1.5393
C -4.086467 -0.283425 0.638318 -4.1447 -1.2805 7.4706
N -4.830173 -0.440426 1.714603 6.9730 1.5133 -10.3167
P -2.051803 -1.740011 -0.692015 -0.1424 -2.7455 1.0682
N -0.859965 -1.779053 -2.069380 -0.7780 0.1778 0.6975
O -1.069266 -2.010304 0.767475 -2.1084 -0.0415 -1.1829
P -4.042018 0.118923 -2.172278 -1.9830 -0.2929 -1.0843
N -3.048387 0.160273 -3.645980 0.5048 0.8223 1.4631
O -4.911467 -1.411514 -2.251158 0.2142 2.2119 0.9132
H -2.598156 1.720442 0.775372 1.0371 -1.0133 -2.2921
H -0.254336 2.256660 0.534778 -0.5622 -2.2599 -1.2026
H -0.216690 0.430757 0.936938 -0.8159 1.3037 -2.3753
H 0.759458 0.630098 -3.150770 -0.5563 1.0694 1.3406
H -0.246224 -2.593663 -1.838640 -0.6698 0.8972 -0.3384
H -1.406532 -2.002768 -2.954968 0.7615 0.1407 1.6590
H -1.672752 -2.610722 1.332769 1.3800 1.3685 -1.3898
H -3.203876 1.114662 -4.091535 0.0099 -1.6039 0.9394
H -2.025121 0.142943 -3.447364 -0.8548 -0.1531 -0.2172
H -5.809780 -1.200889 -1.830930 1.8609 -0.3868 -0.8917
C 5.571220 -0.119216 2.723882 -0.2323 -0.0040 -0.1016
N 4.124092 -0.114674 2.676123 -0.5279 0.0152 1.4150
C 3.466789 -0.165250 1.386667 -0.3372 0.0903 0.1616
C 3.352755 -0.063803 3.817712 -0.0086 -0.0361 -0.8539
O 2.128684 -0.057054 3.848307 0.8362 0.0066 -0.2901
H 5.945810 0.751063 2.177578 0.1913 -0.1091 0.0617
H 5.937751 -1.035093 2.251750 0.1950 0.1103 0.0536
H 5.931782 -0.078039 3.755315 -0.1327 -0.0053 -0.1398
H 2.838327 0.723203 1.272224 0.0726 -0.2682 -0.1871
H 2.830342 -1.054546 1.346027 -0.0212 0.1763 -0.1923
H 4.202890 -0.202134 0.579125 -0.1122 0.0384 0.2169
H 3.952203 -0.028129 4.742673 0.0840 -0.0037 -0.0834